Entry 1:
Computed, not measured: a 4-piece molecular cluster, C25H35BF24O7P overall, with ωB97M-V/def2-TZVPD.

Structure (XYZ):
```
93
Properties=species:S:1:pos:R:3:forces:R:3
C -2.8425 -1.9763 5.5170 1.0895 -0.0947 -0.1237
C -1.7190 -2.3342 4.4903 -0.7468 0.6199 -0.1208
C -1.9340 -1.6791 3.1022 0.3673 -0.8933 0.4119
C -0.7500 -2.0509 2.1738 -0.6121 0.5998 -0.6651
C 0.2988 -0.9248 1.9508 0.2024 -0.4498 0.0018
P 1.1390 -0.3185 3.4559 -0.3337 0.7006 -0.9772
O 2.2548 0.7575 2.9321 -0.4500 -0.6230 0.5760
C 0.0681 0.6053 4.6312 0.3072 0.6492 0.3481
C 0.0164 2.1166 4.2969 -0.4785 -0.1653 0.4038
O -0.1498 2.2886 2.8876 0.1511 0.1909 1.1617
C 0.6720 3.2058 2.3291 -0.3256 0.2217 2.9495
O 0.9318 3.0875 1.2180 1.0299 -0.0818 -4.9902
B 2.1739 -1.6841 4.3999 1.0049 -1.5073 1.1589
O 1.7795 -3.0023 4.4356 0.3893 0.8276 -0.8932
C 3.4986 -1.3180 5.1857 -0.0887 1.6591 -0.2392
C 3.2303 -0.3077 6.3676 -0.0605 -0.8836 -0.2042
H -3.6901 -1.4626 5.0497 0.0975 -0.3077 0.1092
H -3.1494 -2.8871 6.0408 -0.2290 0.3533 -0.0648
H -2.3922 -1.3011 6.2600 -0.4423 -0.1085 -0.0446
H -1.6704 -3.4173 4.3158 0.0842 0.2627 0.1799
H -0.7502 -2.0217 4.9172 -0.1440 -0.2950 -0.1773
H -2.1040 -0.5922 3.1540 0.1728 -0.2515 -0.0393
H -2.8635 -2.1013 2.6938 0.2526 0.1511 0.0399
H -0.2532 -2.9890 2.4562 -0.2341 0.2805 0.2517
H -1.1805 -2.2551 1.1808 0.3846 0.1441 0.1404
H 1.0961 -1.3537 1.3164 -0.0144 0.3152 0.2726
H -0.1235 -0.0862 1.3786 0.1339 -0.0621 0.4597
H 3.0629 0.6885 3.4646 0.0288 0.1176 -0.2112
H 0.5349 0.5265 5.6284 -0.1399 -0.1276 -0.2828
H -0.9505 0.2215 4.7332 0.3197 -0.2493 -0.3474
H 0.9141 2.6326 4.6600 -0.1251 -0.1425 -0.2065
H -0.8529 2.5425 4.8164 0.2398 -0.0644 -0.1043
H 1.1199 4.0357 2.9046 -0.5250 -0.3685 0.7435
H 1.9067 -3.4155 3.5661 -0.6106 -0.3419 0.2024
H 4.0476 -2.2073 5.5089 -0.3687 0.0699 0.0133
H 4.1861 -0.7768 4.4987 -0.1168 -0.3651 0.0958
H 2.3939 -0.7191 6.9501 0.1765 0.4910 0.0933
H 3.0005 0.7013 5.9954 -0.0738 -0.2704 0.1795
H 4.0972 -0.2372 7.0332 -0.1749 0.0118 -0.2275
C 2.5697 3.1147 -3.7810 -0.0422 0.6522 -0.3501
C 1.4190 2.2600 -3.2194 0.1898 -0.1022 -0.7481
C 1.5901 1.7411 -1.7941 -0.1561 -0.0275 0.5332
F 2.6601 0.9248 -1.6754 -0.2856 0.0775 0.1438
F 0.4979 1.0102 -1.4438 -0.0333 0.0239 -0.1003
F 1.1736 1.2343 -4.0692 -0.0516 -0.0888 0.1877
F 0.3048 3.0417 -3.2306 0.0835 0.0852 0.3729
O 3.5033 2.4385 -4.6085 -0.0007 -0.6588 0.6243
C 4.5581 1.7795 -3.9972 -0.1326 1.1936 -0.1428
C 4.4986 0.2730 -4.2360 0.1172 -0.6208 -0.2111
F 3.3457 -0.2289 -3.7402 0.1076 -0.0526 -0.1741
F 5.5188 -0.3454 -3.6005 0.0264 0.2417 0.0493
F 4.6111 2.0832 -2.6836 0.2937 -0.2587 -0.0582
F 5.6871 2.2668 -4.5496 0.0675 -0.3434 -0.0358
H 2.1016 3.8433 -4.4426 -0.1113 -0.1707 -0.0722
H 3.0615 3.7096 -3.0108 -0.0284 -0.2512 0.1632
H 1.6929 2.5617 -1.0798 -0.0225 0.0531 -0.0927
H 4.5554 0.0384 -5.3007 -0.0120 0.1671 -0.0183
C -4.9338 4.0416 -0.3068 -0.4257 0.5924 0.4021
C -4.9001 3.9055 -1.8387 0.6273 0.3463 0.2211
C -5.3460 2.5575 -2.4032 -0.2858 -0.3079 -0.5785
F -4.5501 1.5497 -1.9819 -0.1319 0.1366 -0.1367
F -5.2739 2.5828 -3.7546 0.0180 0.1780 0.1119
F -3.6651 4.2259 -2.2847 -0.0507 -0.1714 -0.0588
F -5.7439 4.8504 -2.3358 -0.2764 -0.2601 0.0607
O -3.7003 3.8508 0.3763 0.2640 -0.7175 -0.4534
C -3.3236 2.5627 0.6987 -1.0051 0.6527 0.2097
C -2.0324 2.1568 -0.0088 0.6369 0.0109 -0.4263
F -2.1697 2.2110 -1.3441 -0.0908 0.0212 0.2067
F -1.7043 0.8732 0.3105 -0.2974 0.0127 0.2567
F -4.3299 1.7007 0.4635 0.3630 -0.2720 0.2657
F -3.1088 2.5470 2.0394 0.3130 -0.1826 -0.0208
H -5.1895 5.0816 -0.1062 0.1481 0.0368 -0.1414
H -5.7409 3.4618 0.1415 0.0986 -0.2030 -0.1720
H -6.3800 2.3370 -2.1227 0.0238 0.0679 0.0884
H -1.2073 2.8099 0.2769 -0.0871 0.0051 0.1379
C -0.9716 -2.9651 -4.2166 -0.7722 0.3338 0.0025
C -0.0120 -3.2611 -3.0515 -0.2987 -0.6821 -0.3729
C 1.3716 -2.6232 -3.1449 0.5712 0.3930 0.2015
F 2.0541 -3.0539 -4.2229 -0.0745 0.0359 0.2819
F 2.1095 -2.9566 -2.0513 -0.2197 -0.0532 0.1314
F 0.0879 -4.5984 -2.8864 0.1454 0.0954 0.0760
F -0.6044 -2.7785 -1.9165 0.1601 0.3270 0.0109
O -1.0728 -3.9554 -5.2266 0.8955 -0.1267 0.0920
C -0.1426 -3.9390 -6.2551 -0.8202 0.7796 0.1881
C 0.7105 -5.2068 -6.2732 0.3236 -0.5527 -0.0804
F 1.3883 -5.3487 -5.1148 -0.1461 0.0174 -0.0824
F 1.6212 -5.1368 -7.2705 -0.1601 0.1746 -0.0401
F 0.6040 -2.8193 -6.1986 0.1187 -0.2233 -0.3328
F -0.8451 -3.8749 -7.4053 0.1800 -0.2683 -0.0830
H -1.9689 -2.9316 -3.7780 0.0581 -0.1564 0.0996
H -0.8149 -1.9708 -4.6364 0.2840 -0.0589 0.0405
H 1.3005 -1.5325 -3.1821 -0.1179 -0.0180 -0.0193
H 0.0873 -6.0911 -6.4218 -0.1156 0.1049 -0.0307
```
Positions in Å, forces in eV/Å.

The total energy is -4263.10465 a.u. Its total charge is +1. The spin multiplicity is 1.



Entry 2:
Computed, not measured: C37H31N2O6RhS2Sb as an isolated structure, with ωB97M-V/def2-TZVPD.

Structure (XYZ):
```
80
Properties=species:S:1:pos:R:3:forces:R:3
Rh 0.3257 0.8445 0.5493 0.1988 -0.7865 -1.0232
C -3.6787 2.4173 4.0058 0.1145 -0.1834 0.4222
C -3.3610 2.5628 2.6509 0.2205 -0.0553 -0.3920
C -2.2162 2.0060 2.1335 -0.3288 0.1478 0.0978
C -1.3204 1.2685 2.9428 0.3306 -0.2952 -0.1620
C -0.1091 0.6334 2.4692 -0.5068 0.6970 0.8308
C 0.6255 -0.1661 3.3236 0.1268 0.3729 -1.2211
C 0.2310 -0.3545 4.6553 -0.4290 0.0998 0.4589
C -0.8753 0.2776 5.1458 0.2477 -0.1777 -0.0072
C -1.6763 1.0889 4.3094 0.1450 -0.0983 -0.0533
C -2.8498 1.6860 4.8172 -0.2849 0.2276 -0.1888
H -4.5819 2.8637 4.3980 -0.0094 -0.0031 0.0386
H -4.0371 3.1033 1.9973 0.0319 -0.0221 -0.0010
H -2.0275 2.1037 1.0753 -0.0360 -0.0274 0.0633
H 1.5201 -0.6628 2.9745 -0.0145 0.0537 0.0085
H 0.8298 -0.9912 5.2917 0.0058 -0.0112 0.0107
H -1.1719 0.1551 6.1798 0.0303 -0.0172 0.0119
H -3.0913 1.5371 5.8615 -0.0090 0.0021 0.0214
C -0.2692 4.1780 1.2313 0.0589 0.1757 0.0500
S 0.1629 3.1397 -0.1826 0.3022 -0.9795 0.7889
C 1.8723 3.6607 -0.4132 0.0049 0.0218 -0.0735
H 0.1489 5.1646 1.0392 0.0096 0.0092 -0.0415
H 0.1311 3.7713 2.1573 0.0105 -0.0257 -0.0615
H -1.3504 4.2510 1.2917 0.0701 -0.0224 -0.0070
H 2.4732 3.4288 0.4608 -0.0467 0.0293 0.0322
H 1.8648 4.7297 -0.6186 -0.0111 0.0133 -0.0103
H 2.2608 3.1288 -1.2784 0.0107 -0.0408 -0.0303
S 2.6851 0.4925 0.8636 -0.2855 0.0971 -0.2117
Sb 2.8115 -0.6218 -1.2027 0.2153 0.0843 0.0465
C 1.6090 -2.3367 -1.3470 0.0844 0.1472 -0.0172
C 0.7095 -2.4822 -2.3948 -0.0088 0.1776 -0.1969
C -0.0878 -3.6149 -2.4604 -0.0212 -0.0063 0.0186
C 0.0183 -4.5910 -1.4816 -0.0134 -0.0254 0.0104
C 0.9245 -4.4451 -0.4401 -0.0311 -0.0520 -0.0299
C 1.7240 -3.3179 -0.3711 0.0707 0.0467 0.2244
C 4.8229 -1.1888 -1.4554 -0.2025 0.0550 0.0037
C 5.1086 -2.3950 -2.0831 -0.1375 -0.0988 -0.0827
C 6.4290 -2.7798 -2.2563 0.0526 0.0342 0.0104
C 7.4533 -1.9602 -1.8039 0.0053 -0.0171 -0.0070
C 7.1648 -0.7580 -1.1732 0.0282 -0.0230 -0.0194
C 5.8470 -0.3694 -0.9945 -0.0771 0.1628 0.1149
C 2.2838 0.7233 -2.7525 0.1107 -0.0846 0.1549
C 3.3034 1.3888 -3.4287 0.1706 -0.1280 0.0601
C 2.9948 2.3643 -4.3633 -0.0702 0.0356 -0.0480
C 1.6678 2.6812 -4.6238 0.0202 -0.0169 0.0074
C 0.6502 2.0193 -3.9523 -0.0329 -0.0114 0.0186
C 0.9546 1.0377 -3.0171 -0.1327 0.0639 0.1868
H 0.6261 -1.7222 -3.1646 0.0005 -0.0608 0.0289
H -0.7933 -3.7320 -3.2723 0.0173 0.0068 -0.0042
H -0.6075 -5.4721 -1.5291 -0.0066 -0.0025 -0.0012
H 1.0036 -5.2093 0.3204 0.0109 -0.0072 0.0190
H 2.4190 -3.2046 0.4536 -0.0054 0.0082 -0.0028
H 4.3108 -3.0408 -2.4324 0.0009 -0.0008 0.0035
H 6.6582 -3.7185 -2.7408 -0.0079 -0.0198 -0.0103
H 8.4827 -2.2627 -1.9381 0.0147 -0.0058 -0.0023
H 7.9667 -0.1269 -0.8154 -0.0009 0.0136 0.0091
H 5.6225 0.5597 -0.4818 0.0038 -0.0142 -0.0107
H 4.3431 1.1446 -3.2383 -0.0154 0.0003 0.0150
H 3.7884 2.8750 -4.8914 0.0175 -0.0019 0.0016
H 1.4269 3.4414 -5.3544 -0.0010 0.0078 -0.0047
H -0.3840 2.2647 -4.1545 -0.0069 -0.0131 0.0067
H 0.1445 0.5449 -2.4880 -0.0325 -0.0428 -0.0156
O -1.0363 -1.5194 0.4595 0.5903 -0.0562 0.2904
C -1.8316 -0.6604 0.1242 -0.4794 0.6174 -0.5205
O -1.4601 0.5039 -0.3473 -0.1995 0.3369 0.3611
C -3.3149 -0.8336 0.2451 0.1789 -0.4012 -0.0055
C -3.8027 -2.0737 0.6419 -0.1636 0.1193 0.0088
C -5.1668 -2.2240 0.8115 0.0399 0.1473 -0.0510
C -6.0676 -1.1903 0.6117 0.2475 0.0091 -0.0264
C -5.5340 0.0243 0.2196 0.0587 -0.1291 -0.0020
C -4.1805 0.2238 0.0193 -0.0910 0.0369 0.0213
N -6.4412 1.1673 0.0198 -0.0842 0.0693 0.0123
O -5.9283 2.2648 -0.0893 -0.0596 -0.0146 -0.0225
O -7.6291 0.9385 -0.0124 0.0596 0.0348 0.0109
N -5.6867 -3.5389 1.2329 -0.0302 -0.0949 0.0223
O -4.8906 -4.4522 1.2965 -0.0510 0.0244 0.0130
O -6.8694 -3.6121 1.4834 0.0348 -0.0207 -0.0102
H -3.1254 -2.8951 0.8231 -0.0141 -0.0215 0.0103
H -7.1279 -1.3263 0.7582 -0.0104 0.0002 0.0039
H -3.8188 1.1899 -0.3007 -0.0034 -0.0707 0.0452
```
Positions in Å, forces in eV/Å.

The total energy is -3136.25065 a.u. Its total charge is +1. The spin multiplicity is 1.